Record 1
A structure of composition C41H44N4O2S2SiTm at a distorted geometry. Source: OMol25; level of theory: wB97M-V/def2-TZVPD.

```
95
Properties=species:S:1:pos:R:3:lowdin_spin:R:1
Tm 0.3470 -0.0532 -0.2161 2.012
N -1.2263 1.5333 1.3432 0.000
C -1.7609 2.6968 0.7196 0.000
C -2.1925 3.7972 1.4093 0.000
C -2.7293 4.9100 0.7331 0.000
C -2.8386 4.9081 -0.6275 0.000
C -2.3710 3.8036 -1.3736 0.000
C -2.4181 3.7510 -2.7836 0.000
C -1.9259 2.6543 -3.4343 0.000
C -1.3524 1.6201 -2.6816 0.000
N -1.2743 1.6326 -1.3650 -0.002
C -1.8029 2.7001 -0.6976 0.000
H -1.8866 0.7617 1.2921 0.000
H -1.0180 1.6974 2.3188 0.000
H -2.1338 3.8150 2.4912 0.000
H -3.0758 5.7577 1.3079 0.000
H -3.2811 5.7467 -1.1498 0.000
H -2.8382 4.5854 -3.3313 0.000
H -1.9397 2.5765 -4.5120 0.000
H -0.9277 0.7568 -3.1807 0.000
C 3.1001 -3.3286 4.4694 0.000
C 2.7566 -1.9596 5.0552 0.000
N 2.8250 -0.8691 4.0744 0.000
C 4.0399 -0.0542 4.0523 0.000
C 5.0992 -0.5922 3.0977 0.000
C 1.8262 -0.6937 3.2006 0.000
S 1.9330 0.6035 2.0711 -0.002
N 0.7733 -1.5156 3.3814 0.000
C -0.2220 -1.7382 2.5670 0.000
O -0.3401 -1.3193 1.3640 -0.003
C -1.3013 -2.6198 3.0917 0.000
C -1.1129 -3.3811 4.2441 0.000
C -2.1236 -4.2097 4.7012 0.000
C -3.3299 -4.2834 4.0171 0.000
C -3.5238 -3.5302 2.8681 0.000
C -2.5112 -2.7064 2.4048 0.000
H 2.9900 -4.0969 5.2357 0.000
H 4.1260 -3.3517 4.1041 0.000
H 2.4267 -3.5586 3.6439 0.000
H 3.4494 -1.7132 5.8581 0.000
H 1.7492 -1.9800 5.4651 0.000
H 4.4286 -0.0280 5.0694 0.000
H 3.7696 0.9570 3.7622 0.000
H 5.4534 -1.5729 3.4168 0.000
H 5.9496 0.0898 3.0770 0.000
H 4.7028 -0.6676 2.0873 0.000
H -0.1701 -3.3196 4.7675 0.000
H -1.9689 -4.7990 5.5953 0.000
H -4.1194 -4.9288 4.3795 0.000
H -4.4631 -3.5860 2.3336 0.000
H -2.6504 -2.1151 1.5076 0.000
C 2.2645 -6.4935 1.0160 0.000
C 1.4909 -5.5798 0.1088 0.000
C 0.4031 -4.8597 0.6024 0.000
C -0.2892 -3.9779 -0.2079 0.000
C 0.1141 -3.8013 -1.5221 0.000
C 1.1633 -4.5385 -2.0477 0.000
C 1.8435 -5.4262 -1.2306 0.000
S -0.7148 -2.5685 -2.5267 0.000
C -2.2706 -3.4651 -2.7367 0.000
O -1.0541 -1.4379 -1.5643 -0.001
H 1.6031 -6.9726 1.7373 0.000
H 3.0080 -5.9206 1.5753 0.000
H 2.7893 -7.2634 0.4530 0.000
H 0.0893 -4.9981 1.6315 0.000
H -1.1433 -3.4371 0.1752 0.000
H 1.4560 -4.4123 -3.0827 0.000
H 2.6699 -5.9972 -1.6344 0.000
H -2.6736 -3.7411 -1.7647 0.000
H -2.0488 -4.3508 -3.3306 0.000
H -2.9586 -2.8151 -3.2751 0.000
C 1.9897 1.8053 -5.9237 0.000
C 1.7657 2.3810 -4.6818 0.000
C 1.8879 1.6119 -3.5323 0.000
C 2.2429 0.2610 -3.5869 0.000
C 2.4742 -0.2910 -4.8483 0.000
C 2.3474 0.4657 -6.0043 0.000
Si 2.3957 -0.7827 -1.9857 -0.002
C 4.2320 -0.6952 -1.4717 0.000
C 4.7737 -1.7049 -0.6739 0.000
C 6.1076 -1.6872 -0.2960 0.000
C 6.9270 -0.6387 -0.6913 0.000
C 6.4050 0.3784 -1.4765 0.000
C 5.0726 0.3452 -1.8657 0.000
H 1.8950 2.3972 -6.8250 0.000
H 1.5015 3.4299 -4.6117 0.000
H 1.7206 2.0864 -2.5665 0.000
H 2.7636 -1.3337 -4.9212 0.000
H 2.5330 0.0104 -6.9691 0.000
H 2.3875 -2.1542 -2.6053 -0.001
H 4.1443 -2.5363 -0.3626 0.000
H 6.5114 -2.4863 0.3144 0.000
H 7.9677 -0.6195 -0.3938 0.000
H 7.0398 1.1966 -1.7936 0.000
H 4.6853 1.1341 -2.5022 0.000
```

The LUMO energy (alpha / beta) is -2.88 / -2.88 eV. The multiplicity is 3. Its total charge is +1. Its HOMO-LUMO gap (alpha / beta) is 6.97 / 6.95 eV.



Record 2
An isolated molecule of ClH2O3PS at a distorted geometry. Source: OMol25; level of theory: wB97M-V/def2-TZVPD.

```
8
Properties=species:S:1:pos:R:3:lowdin_charge:R:1
O 0.7930 -0.1874 1.7644 -0.043
O 0.4220 1.0718 -0.7399 -0.250
O 0.3782 -0.9320 0.6166 -0.327
P -0.4704 -0.1789 -0.4383 -0.083
S -0.8147 -1.3046 -2.2622 0.076
Cl -2.1851 0.4542 0.4321 0.355
H 1.6056 -0.5099 2.2250 0.137
H 0.2714 1.5867 -1.5978 0.136
```

The LUMO energy is -0.27 eV. The multiplicity is 1. Its HOMO-LUMO gap is 8.59 eV. The structure (SMILES) is OO[P@@](O)(=S)Cl.



Record 3
A structure of composition C31H44As3BaBrCl2NO4S at a distorted geometry. Source: OMol25; level of theory: wB97M-V/def2-TZVPD.

```
88
Properties=species:S:1:pos:R:3:lowdin_charge:R:1
Ba -0.2441 0.9315 0.4056 1.707
Cl -5.4064 1.2528 5.7362 0.686
C -4.0564 0.9660 4.6924 -0.669
C -2.7800 0.7991 5.2582 -0.098
C -1.7067 0.5446 4.4539 -0.578
Cl -0.1317 0.3866 5.1312 0.773
C -1.8024 0.4343 3.0264 -0.439
O -0.7930 0.1440 2.3051 -0.538
C -3.1080 0.6934 2.4900 -0.128
C -3.3322 0.7637 1.0877 -0.183
O -2.4730 0.7336 0.1932 -0.359
C -4.2136 0.9222 3.3420 -0.058
H -2.6494 0.8780 6.3288 0.114
H -4.3908 0.8744 0.7970 0.142
H -5.1906 1.0851 2.9033 0.119
C 0.1265 -3.7879 0.8398 -0.291
As -0.1964 -1.9893 0.1030 1.061
C -2.0396 -2.3853 -0.4530 -0.287
C 0.9907 -2.1646 -1.5017 -0.369
C 0.5101 -2.2698 -2.9603 -0.687
C 1.7336 -1.9778 -3.8450 -0.074
C -0.5953 -1.2535 -3.2813 -0.355
As -0.4751 0.5440 -2.4567 1.032
C 0.4709 1.5249 -3.8723 -0.286
C -2.2663 1.0928 -3.0294 -0.287
C -0.0023 -3.6906 -3.2396 -0.364
As -0.5970 -4.0512 -5.1064 1.123
C -2.5369 -3.8497 -4.8436 -0.343
C -0.5682 -6.0040 -4.9091 -0.349
H -0.1142 -4.5453 0.0948 0.028
H -0.5039 -3.9348 1.7159 0.029
H 1.1682 -3.8977 1.1386 0.020
H -2.1263 -3.3008 -1.0344 0.022
H -2.4818 -1.5537 -0.9972 0.000
H -2.5995 -2.5096 0.4756 0.039
H 1.6488 -3.0104 -1.2850 0.080
H 1.6190 -1.2706 -1.4446 0.003
H 2.1152 -0.9722 -3.6521 0.068
H 1.4723 -2.0500 -4.9007 0.057
H 2.5349 -2.6924 -3.6440 0.092
H -1.5570 -1.6453 -2.9434 0.051
H -0.6637 -1.1266 -4.3663 0.074
H 0.0411 1.2856 -4.8443 0.036
H 1.5338 1.2916 -3.8815 0.016
H 0.3582 2.5926 -3.6830 0.019
H -2.4746 0.7141 -4.0298 0.037
H -2.3239 2.1814 -3.0438 0.022
H -3.0156 0.7202 -2.3343 0.012
H -0.8264 -3.9326 -2.5629 0.054
H 0.8031 -4.4033 -3.0371 0.079
H -2.8275 -2.7998 -4.8311 0.004
H -2.8644 -4.3260 -3.9182 0.022
H -3.0477 -4.3281 -5.6794 0.019
H 0.4604 -6.3582 -4.8517 0.017
H -1.0388 -6.4714 -5.7731 0.019
H -1.1017 -6.3127 -4.0091 0.025
O 0.0414 7.9494 0.6276 0.107
C -0.2061 6.6522 0.4193 -0.303
C -0.7789 6.1465 -0.7479 0.015
C -0.9838 4.7858 -0.8446 -0.120
N -0.6737 3.9184 0.1205 -0.031
C -0.1428 4.4227 1.2226 -0.695
Br 0.2194 3.1780 2.6042 0.905
C 0.1304 5.7566 1.4323 -0.022
H -0.2591 8.4920 -0.1089 0.125
H -1.0589 6.8041 -1.5612 0.122
H -1.4171 4.3597 -1.7420 0.110
H 0.5809 6.1082 2.3491 0.123
C 3.5620 0.6363 6.4910 -0.035
C 3.3117 0.5893 5.0117 -0.279
C 3.4366 1.7321 4.2228 -0.027
C 3.2333 1.6804 2.8561 -0.114
C 2.8622 0.4792 2.2703 -0.417
C 2.7016 -0.6644 3.0416 -0.075
C 2.9507 -0.6097 4.4006 -0.059
S 2.6484 0.3014 0.5082 0.869
C 4.3460 0.7530 0.0685 -0.182
O 1.8287 1.4591 0.0086 -0.903
H 3.5127 1.6542 6.8734 0.083
H 4.5540 0.2395 6.7156 0.093
H 2.8326 0.0267 7.0242 0.083
H 3.7074 2.6726 4.6869 0.124
H 3.3709 2.5656 2.2470 0.111
H 2.4047 -1.5951 2.5712 0.110
H 2.8419 -1.5017 5.0050 0.126
H 4.5137 1.7736 0.4025 0.063
H 4.4452 0.6866 -1.0135 0.062
H 5.0199 0.0566 0.5642 0.074
```

The LUMO energy is -2.54 eV. The multiplicity is 1. Its total charge is +1. Its HOMO-LUMO gap is 7.58 eV.



Record 4
A structure of composition C61H69F2INO14 at a distorted geometry. Source: OMol25; level of theory: wB97M-V/def2-TZVPD.

```
148
Properties=species:S:1:pos:R:3:lowdin_charge:R:1
C 4.7334 -4.2833 -2.0537 -0.062
C 3.3815 -3.7493 -1.7026 -0.355
C 3.0708 -3.7303 -0.2239 -0.036
C 2.5334 -3.3361 -2.6233 -0.095
C 1.6498 -2.1169 -2.4703 -0.154
C 0.1227 -2.3985 -2.5297 -0.159
C -0.5241 -2.6299 -1.1247 -0.340
C -0.3419 -4.1067 -0.7403 -0.072
C -1.9950 -2.1965 -1.2714 -0.124
C -2.9848 -2.6850 -0.1931 -0.085
C -3.2039 -1.6403 0.9370 -0.214
C -4.0002 -0.4290 0.3764 -0.289
C -3.1761 0.7598 -0.0886 0.003
F -4.9557 -0.0043 1.2758 0.018
N -4.2142 -2.3019 1.8381 0.166
C -3.7844 -2.6793 2.9700 -0.077
C -2.3191 -2.4334 3.1642 -0.580
I -1.6091 -4.4566 2.8088 1.219
C -1.8765 -2.0009 4.5618 -0.151
C -0.4398 -2.3520 4.9623 -0.475
C -0.0576 -1.4520 6.1709 -0.018
O 0.4827 -2.1123 3.9198 -0.068
C -2.1278 -1.3983 1.9958 -0.425
F -2.6106 -0.2369 2.6231 0.067
O -0.8643 -1.2409 1.5425 -0.005
C -0.2633 0.0601 1.6512 -0.102
C 1.1370 0.0416 1.0015 -0.287
C 2.2333 0.2813 2.0535 -0.049
C 1.1794 1.2105 -0.0232 -0.348
C 0.3739 0.8715 -1.3105 -0.044
C 2.5918 1.7009 -0.3800 -0.058
H 5.4902 -3.5081 -1.9655 0.087
H 5.0476 -5.0806 -1.3758 0.072
H 4.7242 -4.7219 -3.0523 0.079
H 2.7771 -2.7443 0.1466 0.065
H 2.3004 -4.4581 0.0006 0.062
H 3.9526 -4.0446 0.3324 0.075
H 2.5360 -3.8973 -3.5540 0.114
H 1.9312 -1.6485 -1.5291 0.088
H 1.8806 -1.4609 -3.3135 0.097
H -0.4217 -1.5807 -3.0083 0.089
H -0.0193 -3.3253 -3.0875 0.109
H 0.0699 -2.0162 -0.4551 0.084
H 0.4050 -4.5932 -1.3571 0.040
H -1.2508 -4.7070 -0.8089 0.079
H 0.0663 -4.1447 0.2630 0.024
H -2.3228 -2.6001 -2.2305 0.127
H -2.0167 -1.1153 -1.3881 0.093
H -2.7497 -3.6530 0.2400 0.059
H -3.9598 -2.8046 -0.6684 0.123
H -4.5677 -0.8106 -0.4716 0.151
H -3.7522 1.2913 -0.8400 0.098
H -3.0885 1.4444 0.7549 0.100
H -2.1774 0.5056 -0.4207 0.042
H -5.2050 -2.4327 1.6544 0.198
H -4.4000 -3.1391 3.7268 0.158
H -2.5175 -2.5351 5.2648 0.134
H -2.0335 -0.9412 4.7532 0.129
H -0.4252 -3.3769 5.3382 0.096
H 0.5846 -1.9858 6.8656 0.064
H 0.5450 -0.6408 5.7598 0.086
H -0.9181 -0.9784 6.6381 0.082
H 1.3385 -2.4452 4.2272 0.117
H -0.8415 0.7821 1.0850 0.096
H -0.1351 0.3968 2.6754 0.134
H 1.3052 -0.9056 0.4906 0.107
H 2.3040 1.3318 2.3161 0.086
H 3.1727 -0.0990 1.6614 0.082
H 2.0342 -0.2571 2.9801 0.062
H 0.6928 2.0468 0.4878 0.133
H 0.9283 1.2551 -2.1626 0.059
H 0.2057 -0.1947 -1.4646 0.055
H -0.5514 1.4496 -1.3022 0.063
H 2.9332 2.3771 0.4015 0.069
H 3.3332 0.9128 -0.4849 0.088
H 2.5286 2.3194 -1.2709 0.068
C -1.0152 0.7866 -7.1592 0.030
C 0.0480 0.4352 -6.4373 0.031
C 0.1128 0.7200 -4.9839 -0.366
O 1.0730 0.4249 -4.3065 0.087
C -1.0491 1.3987 -4.3635 0.018
C -2.1090 1.7508 -5.0813 0.020
C -2.1776 1.4762 -6.5390 -0.384
O -3.1430 1.8003 -7.1948 0.117
H -1.0830 0.5936 -8.2222 0.125
H 0.9062 -0.0626 -6.8708 0.125
H -0.9784 1.5926 -3.2996 0.089
H -2.9624 2.2524 -4.6416 0.124
C 2.8466 -5.5254 7.8409 0.017
C 3.8862 -5.7125 8.6495 0.029
C 3.9098 -5.1372 10.0185 -0.381
O 4.8555 -5.3048 10.7543 0.125
C 2.7279 -4.3474 10.4485 0.029
C 1.6894 -4.1617 9.6380 0.019
C 1.6684 -4.7366 8.2723 -0.384
O 0.7177 -4.5676 7.5324 0.076
H 2.8104 -5.9361 6.8397 0.120
H 4.7554 -6.2859 8.3535 0.126
H 2.7627 -3.9368 11.4495 0.126
H 0.8193 -3.5890 9.9331 0.122
C -1.9306 6.4403 -4.9459 0.042
C -1.1043 5.4755 -4.5514 0.024
C -0.6073 5.4094 -3.1540 -0.288
O 0.1477 4.5264 -2.7962 0.085
C -1.0651 6.4589 -2.2108 -0.143
C -1.8912 7.4253 -2.6048 -0.047
C -2.3905 7.4923 -4.0026 -0.380
O -3.1438 8.3699 -4.3601 0.104
H -2.3042 6.5062 -5.9599 0.125
H -0.7560 4.6991 -5.2214 0.113
H -0.6896 6.3928 -1.1949 0.027
H -2.2365 8.2019 -1.9338 0.062
C 2.4239 5.5040 -1.3501 0.041
C 3.5727 5.3662 -0.6935 0.028
C 3.8647 6.1656 0.5235 -0.383
O 4.9115 6.0396 1.1204 0.115
C 2.8239 7.1218 0.9774 0.042
C 1.6739 7.2590 0.3199 0.056
C 1.3872 6.4587 -0.8939 -0.208
O 0.3356 6.5785 -1.4969 0.063
H 2.1926 4.9303 -2.2401 0.109
H 4.3408 4.6725 -1.0120 0.127
H 3.0532 7.6953 1.8664 0.129
H 0.9027 7.9507 0.6367 0.097
C 0.2043 -6.8650 -3.6343 0.021
C -0.0946 -7.5733 -4.7198 0.027
C 0.7339 -8.7344 -5.1335 -0.383
O 0.4630 -9.3779 -6.1224 0.119
C 1.9061 -9.0734 -4.2882 0.027
C 2.2038 -8.3637 -3.2027 0.024
C 1.3758 -7.2053 -2.7904 -0.372
O 1.6458 -6.5577 -1.7992 0.092
H -0.3868 -6.0146 -3.3167 0.108
H -0.9454 -7.3414 -5.3480 0.124
H 2.4974 -9.9228 -4.6055 0.125
H 3.0547 -8.5948 -2.5745 0.123
C -3.4591 8.0508 -0.9035 0.002
C -2.3090 7.9156 -0.2476 0.006
C -2.0217 8.7174 0.9667 -0.341
O -0.9714 8.5965 1.5672 0.088
C -3.0601 9.6722 1.4229 0.026
C -4.2093 9.8067 0.7664 0.032
C -4.5003 9.0052 -0.4491 -0.347
O -5.5478 9.1250 -1.0459 0.135
H -3.6898 7.4764 -1.7920 0.130
H -1.5377 7.2243 -0.5650 0.085
H -2.8293 10.2464 2.3113 0.123
H -4.9799 10.4982 1.0825 0.125
```

The LUMO energy is -3.79 eV. The multiplicity is 1. Its total charge is +1. Its HOMO-LUMO gap is 5.57 eV.



Record 5
A cluster of 2 separate species, CH4ClN3 in total at a distorted geometry. Source: OMol25; level of theory: wB97M-V/def2-TZVPD.

```
9
Properties=species:S:1:pos:R:3:lowdin_charge:R:1
C 0.7769 0.8224 -0.2377 -0.137
N 0.5428 -0.3682 0.0390 0.004
N -3.2930 -1.7165 -0.0277 -0.004
N -4.0113 -0.7892 -0.1334 -0.416
Cl -3.3402 0.9173 0.0277 0.343
H -0.0051 1.3907 -0.4210 -0.009
H 1.8174 1.1442 -0.3815 0.077
H 1.4289 -0.9494 0.1900 0.071
H -2.2599 -1.4600 -0.0194 0.069
```

The LUMO energy is 0.33 eV. The multiplicity is 1. Its HOMO-LUMO gap is 10.43 eV. The structure (SMILES) is [H]/N=N\Cl.C=N.



Record 6
A structure of composition C5H14BaO5 at a distorted geometry. Source: OMol25; level of theory: wB97M-V/def2-TZVPD.

```
25
Properties=species:S:1:pos:R:3:lowdin_spin:R:1
Ba 0.7464 -2.1699 0.3080 0.000
C -1.0194 0.8639 1.4813 0.002
O -1.0567 -0.0115 0.3776 0.003
H -0.3376 0.6361 2.3006 0.000
H -0.5596 1.7801 1.1108 0.001
H -1.9975 1.2273 1.7965 0.001
H -1.8434 0.1934 -0.1330 0.000
C -2.3328 -3.3134 1.5768 0.000
O -1.2586 -2.6571 2.2052 0.000
H -2.0102 -4.3236 1.3246 0.000
H -3.1923 -3.4306 2.2368 0.000
H -2.7408 -2.7447 0.7413 0.000
H -1.5054 -2.2223 3.0247 0.000
C 0.7004 0.8835 -3.6751 0.079
O 1.1870 1.7398 -2.6006 0.446
C 1.6384 1.2088 -1.4849 0.005
O 1.5340 0.0527 -1.1067 -0.047
O 1.9829 2.2124 -0.7607 0.312
C 2.5137 2.0639 0.5410 0.067
H -0.0954 0.2769 -3.2428 0.036
H 1.4613 0.3121 -4.2068 0.035
H 0.1286 1.4346 -4.4217 0.001
H 3.0446 2.9224 0.9523 0.003
H 3.2695 1.2914 0.3995 0.024
H 1.7429 1.7739 1.2551 0.033
```

The LUMO energy (alpha / beta) is -10.64 / -17.24 eV. The multiplicity is 2. Its total charge is +3. Its HOMO-LUMO gap (alpha / beta) is 10.20 / 3.60 eV.



Which value of multiplicity does entry 5 give? 1



Please write out number 5 again, unchanged.
A cluster of 2 separate species, CH4ClN3 in total at a distorted geometry. Source: OMol25; level of theory: wB97M-V/def2-TZVPD.

```
9
Properties=species:S:1:pos:R:3:lowdin_charge:R:1
C 0.7769 0.8224 -0.2377 -0.137
N 0.5428 -0.3682 0.0390 0.004
N -3.2930 -1.7165 -0.0277 -0.004
N -4.0113 -0.7892 -0.1334 -0.416
Cl -3.3402 0.9173 0.0277 0.343
H -0.0051 1.3907 -0.4210 -0.009
H 1.8174 1.1442 -0.3815 0.077
H 1.4289 -0.9494 0.1900 0.071
H -2.2599 -1.4600 -0.0194 0.069
```

The LUMO energy is 0.33 eV. The multiplicity is 1. Its HOMO-LUMO gap is 10.43 eV. The structure (SMILES) is [H]/N=N\Cl.C=N.